(1)
Computed, not measured: a molecular structure, C33H39Br40ClNO2 at a distorted geometry, with ωB97M-V with the def2-TZVPD basis set.

## Properties
**Total charge**: +1
**HOMO-LUMO gap**: 8.173 eV

```
116
C33H39Br40ClNO2 | the OMol25 dataset | ωB97M-V with the def2-TZVPD basis set
C -3.8827 -1.8329 -0.2710
C -3.1104 -2.1655 -1.4212
C -2.0027 -2.4856 -2.6324
C -0.6842 -1.5436 -2.3681
C 0.6912 -2.4225 -2.0080
N 1.6763 -1.4088 -1.4406
C 2.8827 -2.1120 -0.8236
C 2.8631 -2.1771 0.8146
C 3.2911 -3.6288 1.5031
C 3.3586 -3.8113 3.1474
C 2.9783 -2.5677 4.1747
C 2.5332 -1.1179 3.4856
C 2.1369 0.1867 4.3982
C 2.4767 -0.9428 1.8246
C 2.2167 -0.4240 -2.4543
C 1.0803 0.3511 -3.3464
Br 0.4048 1.9481 -2.2724
C 1.6408 0.7737 -4.8308
C 3.1356 1.4469 -4.8414
O 3.4194 2.3578 -3.7215
C 4.7393 2.1121 -3.1189
C 4.8296 2.2960 -1.4590
O 5.8666 1.8031 -3.7653
C -0.2866 -0.5697 -3.6256
Cl -1.6889 0.6669 -3.8110
H -4.2022 -1.4288 0.8033
H -1.6817 -3.6258 -2.5644
H -2.4998 -2.2046 -3.6660
H -0.8810 -0.8624 -1.4220
H 1.1174 -2.8702 -3.0284
H 0.4639 -3.3181 -1.2742
H 1.1864 -0.8792 -0.6860
H 2.8800 -3.2291 -1.2159
H 3.8835 -1.6161 -1.2323
H 3.5804 -4.5850 0.8564
H 3.6804 -4.8537 3.6111
H 3.0186 -2.7196 5.3394
H 2.4628 0.0701 5.5358
H 2.6979 1.1424 3.9783
H 0.9882 0.4040 4.2685
H 2.1481 0.1052 1.4130
H 3.0628 -0.8798 -3.1618
H 2.7811 0.4193 -1.8252
H 1.7299 -0.2424 -5.4494
H 0.8259 1.4273 -5.3582
H 3.9106 0.5827 -4.9893
H 3.1917 2.1140 -5.8299
H 5.3229 1.3621 -0.9552
H 5.3540 3.3204 -1.1813
H 3.7296 2.3704 -1.0452
H -0.2169 -1.1674 -4.6403
C -6.7941 -5.0470 -0.7567
Br -7.5926 -4.9029 1.0113
Br -5.4033 -3.7154 -1.0336
Br -6.1538 -6.8481 -1.1171
H -7.5862 -4.8379 -1.4833
C -3.5289 -10.0978 -1.6128
Br -5.3906 -10.5450 -1.2685
Br -2.7557 -9.0536 -0.1651
Br -2.4670 -11.6777 -2.0131
H -3.5120 -9.4661 -2.5071
C 0.0272 3.6333 5.8383
Br -1.2060 2.2014 6.3002
Br 1.7264 3.4532 6.7679
Br 0.2676 3.7889 3.9142
H -0.4269 4.5691 6.1805
C 2.1238 -7.8250 4.0627
Br 3.8670 -8.6882 4.0688
Br 0.9131 -8.6293 5.3556
Br 2.2682 -5.9004 4.3061
H 1.6887 -7.9901 3.0715
C 4.1542 5.7691 2.8880
Br 3.2757 5.4404 1.1838
Br 2.9693 6.6488 4.1554
Br 4.9287 4.1454 3.6282
H 4.9824 6.4584 2.6931
C -8.6807 -2.5544 -3.7827
Br -9.4792 -2.4103 -2.0148
Br -7.2899 -1.2228 -4.0596
Br -8.0404 -4.3556 -4.1432
H -9.4728 -2.3453 -4.5093
C 2.8114 5.9109 9.9963
Br 0.9252 5.9974 9.5283
Br 3.1779 4.4815 11.2638
Br 3.9436 5.7879 8.4193
H 3.0603 6.8529 10.4960
C 6.7399 8.4718 9.1117
Br 8.6073 8.6136 9.6378
Br 5.5679 9.4232 10.3388
Br 6.4629 9.0281 7.2684
H 6.4709 7.4120 9.1697
C -4.0602 0.5634 -7.6811
Br -2.3170 -0.2999 -7.6750
Br -5.2708 -0.2409 -6.3882
Br -3.9158 2.4880 -7.4377
H -4.4953 0.3983 -8.6723
C 1.4904 8.0843 -1.5070
Br 0.9532 6.2240 -1.6937
Br 2.0966 8.8357 -3.1958
Br 0.0906 9.1640 -0.6952
H 2.3456 8.1030 -0.8234
C -3.7235 5.6608 -4.1784
Br -2.4993 4.2186 -3.7251
Br -3.9179 5.8672 -6.1030
Br -5.4443 5.4542 -3.2951
H -3.2794 6.5877 -3.8007
C -7.6216 -3.3198 -8.7632
Br -5.7542 -3.1781 -8.2371
Br -8.7936 -2.3685 -7.5361
Br -7.8986 -2.7636 -10.6065
H -7.8906 -4.3797 -8.7052
C -0.8663 -1.6157 6.5768
Br -2.6431 -1.7804 7.3514
Br 0.5286 -1.7874 7.9218
Br -0.6032 -2.8532 5.0992
H -0.7899 -0.6043 6.1643
```

Löwdin population analysis, charges in e, atoms 1 to 99: atom 1 (C): -0.1226, atom 2 (C): -0.1670, atom 3 (C): -0.1327, atom 4 (C): -0.2900, atom 5 (C): -0.0705, atom 6 (N): -0.1368, atom 7 (C): -0.1277, atom 8 (C): -0.1312, atom 9 (C): -0.0154, atom 10 (C): -0.2082, atom 11 (C): -0.0255, atom 12 (C): -0.1544, atom 13 (C): -0.1236, atom 14 (C): 0.0094, atom 15 (C): -0.1383, atom 16 (C): -0.6473, atom 17 (Br): 0.6642, atom 18 (C): -0.1501, atom 19 (C): -0.1729, atom 20 (O): -0.1204, atom 21 (C): -0.2860, atom 22 (C): -0.0149, atom 23 (O): -0.0094, atom 24 (C): -0.5501, atom 25 (Cl): 0.4862, atom 26 (H): 0.0952, atom 27 (H): 0.1318, atom 28 (H): 0.1238, atom 29 (H): 0.1409, atom 30 (H): 0.1740, atom 31 (H): 0.1685, atom 32 (H): 0.1602, atom 33 (H): 0.1459, atom 34 (H): 0.1525, atom 35 (H): 0.1001, atom 36 (H): -0.0818, atom 37 (H): 0.0972, atom 38 (H): 0.0922, atom 39 (H): 0.0765, atom 40 (H): 0.0724, atom 41 (H): 0.0895, atom 42 (H): 0.1748, atom 43 (H): 0.1254, atom 44 (H): 0.1438, atom 45 (H): 0.1325, atom 46 (H): 0.1354, atom 47 (H): 0.1598, atom 48 (H): 0.0982, atom 49 (H): 0.1084, atom 50 (H): 0.0647, atom 51 (H): 0.1348, atom 52 (C): -1.5925, atom 53 (Br): 0.5622, atom 54 (Br): 0.7044, atom 55 (Br): 0.5294, atom 56 (H): -0.1238, atom 57 (C): -1.6104, atom 58 (Br): 0.5466, atom 59 (Br): 0.5295, atom 60 (Br): 0.5599, atom 61 (H): -0.0244, atom 62 (C): -1.5584, atom 63 (Br): 0.5975, atom 64 (Br): 0.5221, atom 65 (Br): 0.5405, atom 66 (H): -0.0184, atom 67 (C): -1.5494, atom 68 (Br): 0.5795, atom 69 (Br): 0.5743, atom 70 (Br): 0.7489, atom 71 (H): -0.0200, atom 72 (C): -1.5810, atom 73 (Br): 0.5247, atom 74 (Br): 0.5489, atom 75 (Br): 0.5466, atom 76 (H): -0.0201, atom 77 (C): -1.5705, atom 78 (Br): 0.5977, atom 79 (Br): 0.5157, atom 80 (Br): 0.5922, atom 81 (H): -0.0472, atom 82 (C): -1.5773, atom 83 (Br): 0.5515, atom 84 (Br): 0.5723, atom 85 (Br): 0.5311, atom 86 (H): -0.0342, atom 87 (C): -1.6220, atom 88 (Br): 0.5658, atom 89 (Br): 0.5528, atom 90 (Br): 0.5382, atom 91 (H): -0.0663, atom 92 (C): -1.5706, atom 93 (Br): 0.5245, atom 94 (Br): 0.4713, atom 95 (Br): 0.5467, atom 96 (H): -0.0184, atom 97 (C): -1.6072, atom 98 (Br): 0.5002, atom 99 (Br): 0.5690

=====

(2)
Computed, not measured: a molecular structure, C33H39EuFN4P2 at a distorted geometry, with ωB97M-V with the def2-TZVPD basis set.

## Properties
**Multiplicity**: 8
**HOMO-LUMO gap (spin up / spin down)**: 6.130 / 6.175 eV
**<S²>**: 15.76

```
80
C33H39EuFN4P2 | the OMol25 dataset | ωB97M-V with the def2-TZVPD basis set
Eu 1.1366 0.4001 -0.2691
C -0.6058 -2.3865 0.7093
C 0.0162 -2.5897 -0.4650
C -0.6118 -2.6928 -1.8276
C -0.8352 -1.3778 -2.6233
C -1.4010 -0.1988 -1.8868
C -2.2426 -0.2607 -0.8370
C -2.8482 -1.5025 -0.2596
C -2.0690 -2.1613 0.9055
C 0.1495 2.5726 -0.2478
H -0.0065 -2.3853 1.6336
H 1.1079 -2.7498 -0.4520
H -1.5566 -3.2605 -1.8141
H 0.0881 -3.2870 -2.4451
H 0.1269 -1.0457 -3.0536
H -1.4511 -1.6553 -3.5044
H -1.1161 0.7857 -2.2890
H -2.5068 0.6735 -0.3299
H -3.0418 -2.2664 -1.0290
H -3.8314 -1.2176 0.1670
H -2.1708 -1.5409 1.8077
H -2.5920 -3.1078 1.1405
H 0.3306 2.8722 0.8002
H -0.8691 2.8036 -0.5751
H 0.9225 2.9901 -0.9292
P -2.0523 -2.8878 -7.9243
P -0.2986 -5.0193 -6.6316
N -3.6910 -2.3436 -7.6914
N -1.9379 -2.2711 -9.6085
N -1.2681 -5.9660 -5.5055
N 1.0071 -6.1899 -6.7527
C -2.4696 -4.6594 -8.3540
C -1.2151 -5.5301 -8.1774
C -4.0919 -1.8220 -6.4506
C -5.4708 -1.7163 -6.4435
C -5.9503 -2.1800 -7.7165
C -4.8389 -2.5634 -8.4613
C -1.0605 -1.2201 -9.9116
C -1.0603 -1.0195 -11.2867
C -1.9604 -1.9746 -11.8611
C -2.4917 -2.7180 -10.8091
C -1.4706 -5.5233 -4.1915
C -2.3525 -6.3869 -3.5578
C -2.7220 -7.3938 -4.5068
C -2.0398 -7.1148 -5.6851
C 0.9904 -7.5891 -6.8268
C 2.2472 -8.0268 -7.2280
C 3.0606 -6.8607 -7.4314
C 2.2860 -5.7545 -7.1426
H -2.8298 -4.7274 -9.3896
H -3.2831 -4.9918 -7.6837
H -1.4894 -6.5931 -8.1510
H -0.5056 -5.3817 -9.0109
H -3.3436 -1.5892 -5.7113
H -6.0766 -1.3653 -5.6229
H -6.9769 -2.2356 -8.0347
H -4.7664 -2.9587 -9.4629
H -0.5293 -0.7209 -9.1188
H -0.4908 -0.2780 -11.8238
H -2.1920 -2.1051 -12.9046
H -3.2190 -3.5194 -10.8321
H -0.9567 -4.6438 -3.8433
H -2.6917 -6.3171 -2.5348
H -3.3960 -8.2211 -4.3499
H -2.0371 -7.6485 -6.6258
H 0.1013 -8.1490 -6.5769
H 2.5488 -9.0521 -7.3665
H 4.0896 -6.8480 -7.7586
H 2.4966 -4.6974 -7.1702
F 1.4844 0.8145 6.3765
C 1.1972 0.6293 5.0404
C -0.0993 0.8835 4.5931
C -0.3782 0.6915 3.2106
C 0.6343 0.2973 2.3785
C 1.9042 0.0212 2.8125
C 2.2121 0.1970 4.1963
H -0.8573 1.2173 5.2988
H -1.3871 0.8671 2.8330
H 2.6804 -0.3354 2.1258
H 3.2102 0.0030 4.5897
```

How is the electron density shared among the atoms? According to Löwdin, the charges in e are: atom 1 (Eu): 1.4035, atom 2 (C): -0.1311, atom 3 (C): -0.1740, atom 4 (C): -0.2164, atom 5 (C): -0.2058, atom 6 (C): -0.1932, atom 7 (C): -0.0997, atom 8 (C): -0.1846, atom 9 (C): -0.1735, atom 10 (C): -0.3970, atom 11 (H): 0.1042, atom 12 (H): 0.0952, atom 13 (H): 0.1004, atom 14 (H): 0.0997, atom 15 (H): 0.0991, atom 16 (H): 0.1115, atom 17 (H): 0.0932, atom 18 (H): 0.1114, atom 19 (H): 0.1040, atom 20 (H): 0.1204, atom 21 (H): 0.1061, atom 22 (H): 0.1258, atom 23 (H): -0.0591, atom 24 (H): -0.0624, atom 25 (H): -0.0787, atom 26 (P): 1.0533, atom 27 (P): 1.0270, atom 28 (N): -0.2924, atom 29 (N): -0.2568, atom 30 (N): -0.2633, atom 31 (N): -0.2819, atom 32 (C): -0.3806, atom 33 (C): -0.3916, atom 34 (C): -0.1530, atom 35 (C): -0.0979, atom 36 (C): -0.0817, atom 37 (C): -0.1283, atom 38 (C): -0.1535, atom 39 (C): -0.0995, atom 40 (C): -0.0860, atom 41 (C): -0.1589, atom 42 (C): -0.1436, atom 43 (C): -0.0893, atom 44 (C): -0.0797, atom 45 (C): -0.1592, atom 46 (C): -0.1274, atom 47 (C): -0.0871, atom 48 (C): -0.1030, atom 49 (C): -0.1625, atom 50 (H): 0.0581, atom 51 (H): 0.0922, atom 52 (H): 0.0626, atom 53 (H): 0.0924, atom 54 (H): 0.0808, atom 55 (H): 0.0890, atom 56 (H): 0.0892, atom 57 (H): 0.0877, atom 58 (H): 0.0897, atom 59 (H): 0.0882, atom 60 (H): 0.0897, atom 61 (H): 0.0852, atom 62 (H): 0.0643, atom 63 (H): 0.0904, atom 64 (H): 0.0934, atom 65 (H): 0.0926, atom 66 (H): 0.0870, atom 67 (H): 0.0895, atom 68 (H): 0.0893, atom 69 (H): 0.0898, atom 70 (F): 0.0066, atom 71 (C): -0.2851, atom 72 (C): -0.0219, atom 73 (C): -0.1619, atom 74 (C): -0.3208, atom 75 (C): -0.2186, atom 76 (C): -0.0343, atom 77 (H): 0.1049, atom 78 (H): 0.0771, atom 79 (H): 0.0473, atom 80 (H): 0.1036